A 2-piece molecular cluster, C10H6N6O4 overall, computed with ωB97M-V/def2-TZVPD.

- Kohn-Sham gap (eV) = 7.14
- HOMO level (eV) = -8.8783
- energy above the lowest of the compared OMol25 structures with the same formula, charge and spin (eV) = 5.4089

Each line ends with the natural charge from an NBO analysis.
Atoms and positions in Å:
N  5.4029  0.1559  0.1246  -0.272
C  4.2638  0.3804  0.2000  0.268
C  2.8417  0.5717  0.2562  -0.211
C  2.0884  1.1978  -0.7415  -0.096
C  0.6637  1.3827  -0.6255  -0.004
N  -0.0362  2.2483  -1.5273  0.491
O  0.6091  2.7764  -2.4723  -0.384
O  -1.2587  2.4680  -1.3023  -0.395
C  -0.0703  0.7908  0.4189  -0.055
C  0.7083  0.2343  1.4362  0.007
C  2.1182  0.0861  1.3934  0.130
N  2.7027  -0.3580  2.5227  -0.086
O  1.5964  -0.4640  3.4135  -0.151
N  0.3842  -0.1242  2.7578  0.425
O  -0.6724  -0.1385  3.3812  -0.347
H  2.5907  1.5892  -1.6255  0.266
H  -1.1259  1.0137  0.6167  0.291
C  -1.3194  -1.7951  -1.0803  -0.086
C  -2.5015  -2.3816  -1.4202  -0.089
N  -3.4854  -1.5717  -0.9266  -0.501
C  -2.8954  -0.5221  -0.3080  0.183
N  -1.5868  -0.6424  -0.3879  -0.471
H  -0.3266  -2.1441  -1.3085  0.222
H  -2.7119  -3.2843  -1.9564  0.226
H  -4.4834  -1.7184  -0.9877  0.426
H  -3.4963  0.2492  0.1490  0.215